Record 1
Here is an isolated ion of composition C16H23N4O2S3 and charge +1 in a non-equilibrium geometry from the OMol25 dataset. Energies are from ωB97M-V with the def2-TZVPD basis set.

Structure (XYZ):
```
48
C16H23N4O2S3, DFT ωB97M-V with the def2-TZVPD basis set
O 1.878 -2.315 1.637
O -1.385 5.074 -2.690
N -0.329 0.175 0.219
N -2.265 3.404 0.448
S 0.768 2.287 1.150
S -4.018 2.508 -1.160
C 1.003 -1.780 0.961
C -1.126 5.722 -1.657
C -0.627 1.428 0.437
C -3.326 3.750 -0.194
C 1.540 0.752 1.390
C -2.753 1.436 -0.782
C 0.810 -0.263 0.833
C -1.826 2.160 -0.016
N -2.038 6.223 -0.801
N 0.257 -2.524 0.132
S 0.448 -5.441 3.391
C 0.408 5.935 -1.406
C 2.062 -5.526 2.567
C 0.975 -4.660 4.859
C -3.986 5.060 0.142
C -3.493 6.173 -0.901
C 0.481 -3.896 -0.027
C -0.509 -4.223 2.433
C -0.466 -4.732 1.014
H 2.520 0.598 1.874
H -2.533 0.470 -1.373
H -1.701 7.016 -0.233
H -0.333 -1.937 -0.482
H 1.074 5.551 -2.173
H 0.505 7.025 -1.175
H 0.656 5.503 -0.407
H 2.070 -5.753 1.542
H 2.573 -4.545 2.605
H 2.606 -6.204 3.200
H 1.166 -3.604 4.728
H 0.110 -4.793 5.596
H 1.874 -5.187 5.321
H -3.800 5.301 1.207
H -5.061 4.898 -0.127
H -3.808 5.905 -1.867
H -3.845 7.175 -0.689
H 0.516 -4.199 -1.030
H 1.539 -4.101 0.236
H 0.015 -3.224 2.490
H -1.509 -4.087 2.761
H -0.284 -5.853 0.945
H -1.467 -4.551 0.610
```

As for the strongest force on any atom: 0.07906 Eh/bohr. The calculation puts the LUMO energy at -0.0868 hartree. The frontier orbital gap is 8.2 eV. The energy relative to the best compared isomer or geometry (same formula, charge and spin) is 118.69 kJ/mol. As for the energy: -59519.2675 eV. The charge is +1.

=====

Record 2
Here is one molecule with the formula C16H23N5O2 in a non-equilibrium geometry from the OMol25 dataset. Energies are from ωB97M-V with the def2-TZVPD basis set.

Structure (XYZ):
```
46
C16H23N5O2, DFT ωB97M-V with the def2-TZVPD basis set
C 1.844 -3.067 0.218
C 1.469 -3.657 1.571
C -0.049 -3.736 1.765
N -0.620 -2.426 1.829
N -0.731 -1.735 2.929
N -1.216 -0.582 2.624
C -1.394 -0.595 1.295
N -1.844 0.426 0.504
C -1.939 1.750 0.845
O -1.986 2.184 1.963
C -1.974 2.631 -0.413
O -1.217 2.077 -1.464
C 0.089 1.711 -1.181
C 0.822 2.277 -0.149
C 2.118 1.858 0.121
C 2.873 2.480 1.256
C 2.674 0.864 -0.667
C 1.944 0.301 -1.699
C 0.646 0.699 -1.973
C -0.161 0.039 -3.065
C 0.479 0.276 -4.435
C -0.315 -1.460 -2.788
N -1.023 -1.760 0.764
H 2.925 -3.023 0.115
H 1.444 -3.678 -0.588
H 1.452 -2.058 0.107
H 1.892 -3.049 2.374
H 1.874 -4.666 1.660
H -0.514 -4.260 0.927
H -0.286 -4.239 2.705
H -1.841 0.201 -0.484
H -3.001 2.685 -0.789
H -1.651 3.644 -0.148
H 0.392 3.047 0.474
H 3.842 2.003 1.386
H 3.031 3.541 1.069
H 2.307 2.386 2.181
H 3.679 0.520 -0.471
H 2.393 -0.481 -2.294
H -1.154 0.497 -3.076
H 1.470 -0.168 -4.482
H 0.570 1.342 -4.629
H -0.134 -0.168 -5.217
H -0.697 -1.634 -1.784
H -1.004 -1.903 -3.505
H 0.643 -1.966 -2.878
```

As for the strongest force on any atom: 0.02346 Eh/bohr. The calculation puts the LUMO energy at 0.0279 hartree. The frontier orbital gap is 9.4 eV. The energy relative to the best compared isomer or geometry (same formula, charge and spin) is 68.96 kJ/mol. The SMILES is CCCn1nnc(NC(=O)COc2cc(C)ccc2C(C)C)n1. As for the energy: -28510.3841 eV. The charge is 0.

=====

Record 3
Here is C16H23NO3P2Ti as an isolated structure in a non-equilibrium geometry from the OMol25 dataset. Energies are from ωB97M-V with the def2-TZVPD basis set.

Structure (XYZ):
```
46
C16H23NO3P2Ti, DFT ωB97M-V with the def2-TZVPD basis set
Ti -0.197 -0.123 1.993
O -0.775 2.247 -1.854
C -1.980 2.445 -1.792
O -1.891 1.097 0.869
C -2.628 2.047 0.592
O -3.455 2.588 1.495
N -2.758 2.660 -0.640
C -4.091 3.814 0.921
C -3.700 3.850 -0.529
H -3.689 4.615 1.551
H -5.161 3.653 1.061
H -3.146 4.773 -0.850
H -4.617 3.756 -1.169
C -2.700 2.534 -3.018
C -2.010 1.930 -4.032
H -3.699 3.032 -3.048
H -1.105 1.344 -3.806
H -2.432 1.929 -5.022
C -0.298 -1.692 -1.615
P 0.800 -1.102 -0.253
C 2.080 -0.464 -1.461
C 1.648 -2.656 0.258
C 2.012 -3.765 -0.518
C 2.492 -4.925 0.080
C 2.663 -5.025 1.460
C 2.354 -3.951 2.272
C 1.929 -2.757 1.648
P 1.565 -1.335 2.664
C 3.196 -0.694 3.301
C 0.774 1.743 1.742
H -0.656 -0.855 -2.244
H -1.163 -2.221 -1.164
H 0.290 -2.393 -2.241
H 2.915 -0.015 -0.904
H 2.459 -1.332 -2.029
H 1.675 0.268 -2.179
H 1.957 -3.771 -1.598
H 2.745 -5.797 -0.526
H 3.027 -5.941 1.924
H 2.404 -4.035 3.365
H 3.982 -1.210 2.677
H 3.040 0.391 3.050
H 3.343 -0.884 4.419
H 0.416 2.304 0.826
H 0.531 2.302 2.697
H 1.851 1.620 1.627
```

As for the strongest force on any atom: 0.09722 Eh/bohr. The calculation puts the LUMO energy (spin up / spin down) at -0.2675 / -0.3333 hartree. The frontier orbital gap (spin up / spin down) is 7.8 / 6.2 eV. Its spin multiplicity is 3. The energy relative to the best compared isomer or geometry (same formula, charge and spin) is 37.58 kJ/mol. As for the energy: -66272.2243 eV. The charge is +2.

=====

Record 4
Here is C16H24B3F12K3O12 as an isolated structure in a non-equilibrium geometry from the OMol25 dataset. Energies are from ωB97M-V with the def2-TZVPD basis set.

Structure (XYZ):
```
70
C16H24B3F12K3O12, DFT ωB97M-V with the def2-TZVPD basis set
K -1.725 0.275 4.084
K 1.415 -2.834 3.305
K -2.369 -2.891 0.633
B -0.178 -0.242 1.103
F -1.020 -0.372 -0.030
F -0.546 0.964 1.757
F -0.433 -1.310 1.988
F 1.155 -0.208 0.750
B -0.505 -5.162 2.916
F -1.534 -6.035 2.629
F -0.751 -4.407 4.076
F 0.755 -5.742 2.960
F -0.422 -4.144 1.868
B -0.033 -1.498 6.054
F 0.389 -0.612 7.039
F -1.454 -1.555 6.059
F 0.365 -1.025 4.757
F 0.513 -2.761 6.231
C -3.741 0.731 -2.065
C -5.199 0.415 -1.891
C -5.532 -0.112 -0.474
O -6.503 0.787 0.032
C -6.702 1.811 -0.828
O -7.419 2.732 -0.641
O -5.951 1.642 -1.941
H -3.503 1.599 -1.453
H -3.488 0.974 -3.098
H -3.111 -0.117 -1.787
H -5.634 -0.232 -2.652
H -4.637 0.039 0.144
H -5.815 -1.161 -0.456
C 0.151 3.848 0.939
C 1.284 4.113 1.903
C 2.014 2.874 2.449
O 3.402 3.198 2.285
C 3.544 4.331 1.569
O 4.578 4.828 1.284
O 2.330 4.809 1.199
H -0.763 3.641 1.495
H 0.362 3.012 0.273
H -0.011 4.721 0.305
H 0.948 4.767 2.708
H 1.779 1.904 2.022
H 1.856 2.817 3.530
C 0.759 1.174 -2.293
C 1.665 2.223 -2.873
C 2.441 3.084 -1.860
O 3.748 3.150 -2.419
C 3.910 2.169 -3.333
O 4.930 1.871 -3.853
O 2.719 1.558 -3.583
H -0.110 1.530 -1.733
H 1.306 0.550 -1.580
H 0.343 0.525 -3.066
H 1.105 2.856 -3.570
H 2.453 2.581 -0.889
H 2.057 4.094 -1.751
C 2.245 -4.300 -3.733
C 2.368 -3.250 -2.651
C 1.022 -2.704 -2.146
O 1.090 -2.820 -0.731
C 2.128 -3.638 -0.397
O 2.294 -4.100 0.684
O 2.916 -3.858 -1.458
H 3.196 -4.818 -3.842
H 1.964 -3.849 -4.681
H 1.495 -5.020 -3.406
H 3.050 -2.437 -2.899
H 0.194 -3.311 -2.529
H 0.852 -1.671 -2.437
```

As for the strongest force on any atom: 0.02843 Eh/bohr. The calculation puts the LUMO energy at -0.0604 hartree. The frontier orbital gap is 9.5 eV. The energy relative to the best compared isomer or geometry (same formula, charge and spin) is 35.76 kJ/mol. As for the energy: -125191.5739 eV. The charge is 0.

=====

Record 5
Here is a 5-piece molecular cluster, C16H24ClO16 overall in a non-equilibrium geometry from the OMol25 dataset. Energies are from ωB97M-V with the def2-TZVPD basis set.

Structure (XYZ):
```
57
C16H24ClO16, DFT ωB97M-V with the def2-TZVPD basis set
Cl -0.359 0.632 -0.398
O -1.195 -0.392 -0.984
O -0.479 0.716 1.027
O 0.993 0.135 -0.612
O -0.654 1.883 -0.979
C 4.048 1.009 4.870
C 4.464 1.658 3.520
C 4.241 3.071 3.288
O 5.477 3.587 2.795
C 6.424 2.651 2.972
O 7.621 2.736 2.688
O 5.848 1.542 3.425
H 4.431 1.650 5.664
H 4.532 0.063 5.114
H 2.977 0.808 4.882
H 4.053 1.159 2.642
H 4.025 3.565 4.235
H 3.423 3.317 2.611
C 3.688 3.856 -2.958
C 2.728 4.347 -4.044
C 2.300 5.785 -3.940
O 2.238 6.126 -5.315
C 2.946 5.248 -6.076
O 3.127 5.376 -7.256
O 3.364 4.202 -5.284
H 3.291 3.902 -1.944
H 4.561 4.507 -3.003
H 3.888 2.792 -3.080
H 1.879 3.668 -4.116
H 2.978 6.424 -3.374
H 1.276 5.717 -3.572
C -1.920 -5.316 -3.561
C -1.285 -6.283 -2.530
C -1.091 -5.584 -1.196
O -1.562 -6.543 -0.294
C -2.195 -7.540 -0.942
O -2.676 -8.513 -0.395
O -2.201 -7.227 -2.263
H -2.123 -5.863 -4.482
H -1.356 -4.420 -3.820
H -2.868 -4.979 -3.143
H -0.299 -6.570 -2.895
H -1.719 -4.698 -1.285
H -0.041 -5.417 -0.957
C -6.487 -2.506 3.220
C -5.544 -1.272 2.973
C -5.632 -0.625 1.553
O -5.601 0.721 1.736
C -5.839 1.017 3.052
O -5.885 2.140 3.518
O -5.923 -0.183 3.682
H -6.581 -2.745 4.279
H -6.029 -3.396 2.789
H -7.472 -2.377 2.770
H -4.549 -1.523 3.341
H -6.497 -1.000 1.006
H -4.760 -1.034 1.043
```

As for the strongest force on any atom: 0.09977 Eh/bohr. The calculation puts the LUMO energy at 0.0810 hartree. The frontier orbital gap is 8.3 eV. The energy relative to the best compared isomer or geometry (same formula, charge and spin) is 238.75 kJ/mol. As for the energy: -62257.9063 eV. The charge is -1.

=====

Record 6
Here is C16H24F12FeO12P2 as an isolated structure in a non-equilibrium geometry from the OMol25 dataset. Energies are from ωB97M-V with the def2-TZVPD basis set.

Structure (XYZ):
```
67
C16H24F12FeO12P2, DFT ωB97M-V with the def2-TZVPD basis set
Fe 1.102 0.236 -0.339
P 2.405 2.884 -3.222
F 1.577 2.159 -4.367
F 1.018 2.701 -2.376
F 2.875 1.363 -2.909
F 3.172 3.313 -1.871
F 3.739 3.122 -3.989
F 1.850 4.414 -3.628
P -2.323 -0.904 2.520
F -2.861 -1.756 1.226
F -3.820 -0.826 3.083
F -2.261 -2.350 3.225
F -1.958 -0.306 3.904
F -0.723 -1.097 2.090
F -2.347 0.515 1.684
C -6.526 -1.481 -4.889
C -5.217 -2.257 -4.721
C -4.308 -2.377 -5.939
O -2.983 -2.158 -5.358
C -3.097 -1.564 -4.187
O -2.146 -1.181 -3.513
O -4.333 -1.463 -3.853
H -6.439 -0.454 -5.244
H -6.873 -1.506 -3.856
H -7.220 -1.885 -5.626
H -5.320 -3.241 -4.263
H -4.461 -1.697 -6.777
H -4.381 -3.377 -6.365
C -1.718 8.032 4.390
C -1.783 6.755 3.463
C -1.751 6.922 1.979
O -0.783 6.083 1.618
C -0.400 5.260 2.558
O 0.129 4.191 2.335
O -0.786 5.798 3.751
H -1.940 7.706 5.406
H -2.478 8.722 4.024
H -0.705 8.434 4.387
H -2.684 6.235 3.789
H -1.441 7.953 1.812
H -2.594 6.465 1.460
C 2.277 -8.598 -2.845
C 2.130 -7.072 -3.217
C 0.668 -6.658 -3.384
O 0.587 -5.563 -2.527
C 1.823 -5.200 -2.086
O 1.965 -4.016 -1.723
O 2.713 -6.195 -2.295
H 3.330 -8.855 -2.964
H 1.848 -9.225 -3.626
H 1.917 -9.240 -2.042
H 2.564 -6.884 -4.199
H -0.094 -7.411 -3.185
H 0.424 -6.341 -4.398
C 3.499 2.054 6.054
C 4.868 1.632 5.299
C 5.326 0.153 5.587
O 5.101 -0.495 4.394
C 4.654 0.395 3.429
O 4.426 0.101 2.256
O 4.522 1.600 3.981
H 2.690 1.491 5.588
H 3.448 3.136 5.929
H 3.420 1.952 7.136
H 5.681 2.345 5.435
H 4.643 -0.350 6.272
H 6.368 -0.140 5.718
```

As for the strongest force on any atom: 0.09779 Eh/bohr. The calculation puts the LUMO energy (spin up / spin down) at -0.2404 / -0.2822 hartree. The frontier orbital gap (spin up / spin down) is 4.3 / 3.1 eV. Its spin multiplicity is 5. The energy relative to the best compared isomer or geometry (same formula, charge and spin) is 1284.24 kJ/mol. As for the energy: -127127.1325 eV. The charge is 0.

=====

Record 7
Here is C16H24F3O13V as an isolated structure in a non-equilibrium geometry from the OMol25 dataset. Energies are from ωB97M-V with the def2-TZVPD basis set.

Structure (XYZ):
```
57
C16H24F3O13V, DFT ωB97M-V with the def2-TZVPD basis set
O 0.606 1.032 0.372
V 0.235 -0.493 0.657
O -0.533 -0.603 2.030
C 1.321 -2.309 -1.264
O 1.686 -0.924 -1.306
O 0.463 -2.416 -0.269
C 0.854 -2.754 -2.635
F 1.910 -2.929 -3.456
F 0.214 -3.931 -2.582
F 0.038 -1.878 -3.249
C 2.684 -0.446 -2.184
C 3.172 0.878 -1.677
H 2.408 1.649 -1.726
H 3.492 0.773 -0.638
H 4.057 1.210 -2.229
H 2.288 -0.351 -3.196
H 3.534 -1.138 -2.182
H 2.252 -2.887 -1.077
C -3.472 -3.146 -3.502
C -3.780 -1.905 -2.697
C -4.455 -2.152 -1.329
O -3.576 -1.528 -0.386
C -2.508 -1.026 -1.020
O -1.655 -0.396 -0.456
O -2.523 -1.284 -2.320
H -2.817 -3.804 -2.933
H -3.015 -2.885 -4.455
H -4.391 -3.686 -3.751
H -4.340 -1.185 -3.295
H -4.509 -3.213 -1.090
H -5.434 -1.688 -1.256
C 4.631 0.478 5.134
C 4.797 -0.355 3.893
C 4.428 -1.836 4.075
O 3.462 -2.092 3.047
C 3.111 -0.941 2.463
O 2.269 -0.846 1.627
O 3.839 0.095 2.909
H 5.463 0.346 5.828
H 3.689 0.247 5.633
H 4.612 1.536 4.872
H 5.806 -0.219 3.505
H 3.980 -2.058 5.042
H 5.247 -2.529 3.900
C -2.383 2.786 -0.512
C -2.696 4.201 -0.168
C -4.167 4.462 0.176
O -4.110 5.446 1.202
C -2.859 5.453 1.734
O -2.540 6.127 2.653
O -2.054 4.598 1.062
H -2.851 2.555 -1.480
H -2.839 2.104 0.204
H -1.322 2.592 -0.642
H -2.361 4.889 -0.950
H -4.622 3.546 0.564
H -4.742 4.827 -0.670
```

As for the strongest force on any atom: 0.03668 Eh/bohr. The calculation puts the LUMO energy at 0.0137 hartree. The frontier orbital gap is 9.5 eV. The energy relative to the best compared isomer or geometry (same formula, charge and spin) is 18.29 kJ/mol. As for the energy: -77440.8502 eV. The charge is 0.

=====

Record 8
Here is C16H24FeNO11SSb as an isolated structure from the OMol25 dataset. Energies are from ωB97M-V with the def2-TZVPD basis set.

Structure (XYZ):
```
55
C16H24FeNO11SSb, DFT ωB97M-V with the def2-TZVPD basis set
Fe 2.597 -0.631 -0.296
O 2.115 -5.532 3.201
C 2.295 -4.423 2.438
C 3.257 -4.361 1.436
C 3.367 -3.193 0.704
N 2.585 -2.166 0.981
C 1.637 -2.215 1.909
C 1.450 -3.336 2.684
C 0.732 -0.956 1.921
O -0.186 -0.902 2.724
O 1.057 -0.104 1.024
C 4.300 -2.955 -0.493
O 5.122 -3.824 -0.746
O 4.079 -1.847 -1.082
H 2.726 -6.218 2.910
H 3.910 -5.192 1.198
H 0.669 -3.374 3.429
O 2.045 -0.937 -3.766
S 1.416 -0.398 -2.604
O 0.106 0.261 -2.899
O 1.190 -1.425 -1.501
O 2.289 0.606 -1.853
C -3.349 2.640 -1.791
C -1.917 2.273 -2.159
C -1.117 3.498 -2.605
Sb -0.735 1.171 -0.734
C -1.908 -0.587 -0.386
C -2.989 -0.340 0.663
C -2.481 -1.156 -1.676
C -0.754 2.221 1.184
C -1.947 3.148 1.358
C 0.569 2.949 1.380
H -3.830 3.118 -2.651
H -3.400 3.347 -0.962
H -3.950 1.767 -1.527
H -1.929 1.552 -2.978
H -1.024 4.227 -1.795
H -1.615 4.001 -3.440
H -0.112 3.226 -2.932
H -1.182 -1.288 0.022
H -3.749 0.366 0.313
H -2.578 0.022 1.605
H -3.499 -1.283 0.881
H -3.193 -0.467 -2.140
H -3.022 -2.081 -1.453
H -1.705 -1.378 -2.405
H -0.806 1.365 1.858
H -1.892 4.002 0.679
H -1.949 3.549 2.378
H -2.903 2.646 1.204
H 0.680 3.772 0.668
H 1.420 2.277 1.274
H 0.614 3.379 2.386
O 3.892 0.369 0.652
O 3.602 0.818 1.807
```

As for the strongest force on any atom: 0.01771 Eh/bohr. The calculation puts the LUMO energy (spin up / spin down) at 0.0610 / 0.0420 hartree. The frontier orbital gap (spin up / spin down) is 7.0 / 7.4 eV. Its spin multiplicity is 6. The energy relative to the best compared isomer or geometry (same formula, charge and spin) is 0.00 kJ/mol. As for the energy: -92754.3231 eV. The charge is -1.

=====

> What is the formula in the fifth record?

C16H24ClO16